This record from OMol25 describes a 12-piece molecular cluster, C52H80F2N10 overall at a distorted geometry. The level of theory is ωB97M-V/def2-TZVPD.

```
144
Properties=species:S:1:pos:R:3:mulliken_spin:R:1
C 1.520 3.324 -3.963 0.00
C 2.328 3.764 -5.197 0.00
C 1.547 4.534 -6.294 0.00
C 0.312 5.249 -5.859 0.00
N -0.582 5.892 -5.544 0.00
H 0.985 4.129 -3.458 0.00
H 2.167 2.986 -3.154 0.00
H 0.779 2.534 -4.087 0.00
H 2.961 2.966 -5.585 0.00
H 2.980 4.491 -4.713 0.00
H 1.315 4.024 -7.229 0.00
H 2.298 5.282 -6.548 0.00
C 4.488 -1.181 5.482 0.00
C 3.085 -1.697 5.495 0.00
C 2.646 -1.982 6.936 0.00
C 3.328 -3.103 7.563 0.00
N 3.858 -4.028 8.126 0.00
H 4.639 -0.291 6.093 0.00
H 4.797 -0.735 4.537 0.00
H 5.253 -1.876 5.830 0.00
H 3.025 -2.699 5.071 0.00
H 2.498 -0.977 4.924 0.00
H 1.591 -2.061 7.197 0.00
H 3.078 -1.116 7.438 0.00
C -3.143 -2.676 2.111 0.00
C -4.617 -3.086 2.090 0.00
C -5.290 -2.879 3.440 0.00
C -6.375 -3.811 3.656 0.00
N -7.237 -4.482 3.898 0.00
H -2.607 -3.451 2.659 0.00
H -2.980 -1.687 2.539 0.00
H -2.692 -2.530 1.130 0.00
H -4.627 -4.147 1.841 0.00
H -5.230 -2.691 1.280 0.00
H -5.496 -1.809 3.481 0.00
H -4.622 -3.169 4.251 0.00
C 2.088 -0.699 -3.756 0.00
C 2.374 -1.572 -4.929 0.00
C 3.860 -1.873 -5.265 0.00
C 4.414 -2.589 -4.124 0.00
N 4.837 -3.213 -3.264 0.00
H 2.691 -1.087 -2.935 0.00
H 1.033 -0.630 -3.490 0.00
H 2.338 0.347 -3.931 0.00
H 2.034 -1.059 -5.828 0.00
H 1.691 -2.415 -4.830 0.00
H 4.288 -0.901 -5.511 0.00
H 3.971 -2.473 -6.168 0.00
C -0.025 1.134 -0.733 0.00
C -0.835 -0.121 -0.482 0.01
C -0.040 -1.244 0.122 0.00
C 0.417 -1.009 1.500 0.00
N 0.825 -0.792 2.578 0.00
H 0.810 1.131 -0.033 0.00
H -0.653 2.020 -0.636 0.00
H 0.352 1.234 -1.751 0.00
H -1.253 -0.486 -1.420 -0.01
H -1.700 0.083 0.149 0.00
H 0.749 -1.510 -0.582 0.00
H -0.696 -2.114 0.127 0.00
C -2.461 4.820 1.793 0.00
C -2.636 4.316 0.391 0.00
C -4.009 3.599 0.284 0.00
C -4.083 2.181 0.724 0.00
N -4.088 1.063 1.176 0.00
H -3.035 5.677 2.144 0.00
H -1.425 5.055 2.038 0.00
H -2.695 4.059 2.537 0.00
H -1.840 3.650 0.057 0.00
H -2.601 5.130 -0.333 0.00
H -4.225 3.703 -0.779 0.00
H -4.836 4.118 0.769 0.00
C 1.533 -4.893 -0.083 0.00
C 2.530 -4.827 1.038 0.00
C 2.160 -3.857 2.219 0.00
C 0.835 -4.143 2.864 0.00
N -0.213 -4.303 3.350 0.00
H 1.447 -3.919 -0.565 0.00
H 0.605 -5.191 0.404 0.00
H 1.909 -5.613 -0.810 0.00
H 3.502 -4.507 0.662 0.00
H 2.645 -5.805 1.506 0.00
H 2.010 -2.813 1.946 0.00
H 2.946 -3.894 2.974 0.00
C 1.318 3.276 2.090 0.00
C 1.532 4.741 2.484 0.00
C 2.048 5.756 1.398 0.00
C 1.472 5.700 0.069 0.00
N 0.949 5.623 -0.931 0.00
H 0.927 2.685 2.918 0.00
H 2.263 2.898 1.699 0.00
H 0.681 3.361 1.209 0.00
H 2.195 4.721 3.349 0.00
H 0.583 5.168 2.810 0.00
H 3.138 5.757 1.410 0.00
H 1.996 6.811 1.667 0.00
C -1.878 -1.290 4.874 0.00
C -2.296 0.152 4.825 0.00
C -3.346 0.558 5.889 0.00
C -4.372 -0.393 6.033 0.00
N -5.195 -1.195 6.152 0.00
H -1.294 -1.401 3.960 0.00
H -2.825 -1.787 4.663 0.00
H -1.462 -1.571 5.842 0.00
H -2.625 0.307 3.798 0.00
H -1.382 0.726 4.978 0.00
H -3.735 1.533 5.595 0.00
H -2.838 0.741 6.836 0.00
C 4.566 2.255 -1.640 0.00
C 4.437 1.040 -0.734 0.00
C 5.214 -0.144 -1.271 0.00
C 5.203 -1.192 -0.418 0.00
N 5.175 -2.099 0.323 0.00
H 4.276 2.013 -2.662 0.00
H 5.571 2.678 -1.607 0.00
H 3.905 3.100 -1.445 0.00
H 3.384 0.836 -0.537 0.00
H 4.713 1.389 0.261 0.00
H 6.230 0.147 -1.537 0.00
H 4.947 -0.507 -2.263 0.00
F 0.105 -5.646 -4.581 0.08
C -0.704 -5.004 -3.810 0.29
C -0.825 -5.603 -2.536 0.09
C -1.775 -5.127 -1.698 0.08
C -2.317 -3.869 -1.953 0.06
C -1.995 -3.202 -3.068 0.10
C -1.273 -3.780 -4.101 0.14
H -0.308 -6.540 -2.394 0.00
H -2.070 -5.571 -0.759 0.01
H -2.857 -3.355 -1.172 0.12
H -2.478 -2.240 -3.157 0.02
H -1.187 -3.254 -5.040 0.00
F -2.929 0.113 -2.966 0.00
C -3.532 1.138 -3.633 0.00
C -4.729 0.980 -4.333 0.00
C -5.301 2.012 -5.025 0.00
C -4.686 3.203 -5.101 0.00
C -3.534 3.410 -4.430 0.00
C -2.923 2.385 -3.633 0.00
H -5.208 0.032 -4.528 0.00
H -6.191 1.864 -5.618 0.00
H -5.211 4.018 -5.577 0.00
H -3.073 4.387 -4.455 0.00
H -2.005 2.479 -3.072 0.00
```

- 2S+1: 2
- Highest occupied orbital energy (alpha / beta): -11.9 / -11.9 eV
- E_tot: -2776.1354 Ha
- Total charge: +1
- LUMO energy (alpha / beta): -4.15 / -8.63 eV
- HOMO-LUMO gap (alpha / beta): 7.70 / 3.23 eV

=====

This record from OMol25 describes a 13-piece molecular cluster, C52H84BN12O8 overall at a distorted geometry. The level of theory is ωB97M-V/def2-TZVPD.

```
157
Properties=species:S:1:pos:R:3:lowdin_charge:R:1
O -0.552 -4.452 -18.634 0.11
C 0.272 -4.924 -19.436 -0.32
O 0.845 -4.320 -20.481 0.20
B 1.737 -5.282 -21.208 -0.89
O 1.612 -6.528 -20.453 0.23
C 0.831 -6.371 -19.421 -0.39
O 0.475 -7.172 -18.579 0.14
O 3.106 -4.778 -21.275 0.24
C 3.469 -4.537 -22.503 -0.36
O 4.527 -4.059 -22.873 0.13
C 2.333 -5.032 -23.405 -0.37
O 1.356 -5.381 -22.629 0.24
O 2.384 -5.131 -24.622 0.11
C -3.684 -7.050 -23.723 -0.07
C -2.686 -6.145 -22.927 -0.24
C -2.168 -6.803 -21.686 -0.18
C -3.166 -6.900 -20.630 -0.22
N -3.956 -6.972 -19.818 0.17
H -4.569 -7.328 -23.151 0.07
H -3.135 -7.843 -24.230 0.06
H -4.076 -6.487 -24.570 0.06
H -3.028 -5.126 -22.748 0.09
H -1.846 -5.940 -23.591 0.08
H -1.393 -6.185 -21.233 0.11
H -1.764 -7.783 -21.939 0.10
C -1.135 -11.240 -18.804 -0.10
C -0.616 -10.240 -19.907 -0.23
C 0.865 -10.455 -20.351 -0.18
C 1.777 -10.743 -19.227 -0.24
N 2.447 -10.934 -18.309 0.14
H -0.439 -11.315 -17.968 0.05
H -1.145 -12.220 -19.279 0.06
H -2.094 -10.926 -18.391 0.06
H -0.693 -9.257 -19.440 0.07
H -1.297 -10.227 -20.758 0.09
H 1.171 -9.543 -20.864 0.08
H 0.976 -11.286 -21.047 0.11
C -3.568 -0.921 -18.030 -0.10
C -2.803 -2.252 -17.962 -0.26
C -3.566 -3.372 -18.615 -0.19
C -3.735 -3.203 -20.089 -0.22
N -3.911 -3.049 -21.198 0.15
H -3.737 -0.595 -19.056 0.07
H -3.059 -0.108 -17.510 0.07
H -4.528 -0.991 -17.519 0.07
H -2.567 -2.517 -16.932 0.11
H -1.832 -2.142 -18.444 0.08
H -4.549 -3.426 -18.146 0.12
H -3.057 -4.329 -18.500 0.08
C 6.111 -5.222 -25.908 -0.10
C 7.304 -4.958 -26.806 -0.25
C 8.604 -5.657 -26.381 -0.19
C 8.580 -7.105 -26.254 -0.22
N 8.546 -8.275 -26.201 0.13
H 6.336 -4.962 -24.874 0.07
H 5.859 -6.281 -25.968 0.05
H 5.230 -4.645 -26.191 0.06
H 7.522 -3.891 -26.747 0.10
H 7.054 -5.090 -27.859 0.11
H 8.861 -5.304 -25.382 0.11
H 9.465 -5.399 -26.998 0.12
C 5.826 0.192 -26.691 -0.09
C 6.124 -0.298 -25.244 -0.24
C 5.191 -1.476 -24.855 -0.18
C 3.784 -1.067 -24.760 -0.22
N 2.691 -0.753 -24.690 0.16
H 4.881 0.734 -26.664 0.07
H 5.860 -0.660 -27.370 0.05
H 6.594 0.915 -26.964 0.06
H 6.124 0.466 -24.467 0.09
H 7.135 -0.701 -25.178 0.08
H 5.523 -1.979 -23.947 0.07
H 5.197 -2.281 -25.589 0.09
C 0.637 -3.266 -29.297 -0.11
C 0.710 -2.885 -27.808 -0.23
C 2.007 -3.416 -27.163 -0.19
C 3.270 -2.972 -27.773 -0.21
N 4.317 -2.691 -28.174 0.16
H 0.433 -4.303 -29.562 0.07
H 1.559 -2.981 -29.802 0.06
H -0.144 -2.687 -29.790 0.07
H -0.173 -3.294 -27.316 0.10
H 0.629 -1.808 -27.654 0.11
H 1.974 -4.500 -27.056 0.11
H 2.045 -3.065 -26.131 0.08
C -1.761 -6.099 -14.199 -0.11
C -1.538 -5.965 -15.701 -0.25
C -2.341 -6.947 -16.597 -0.19
C -2.052 -8.315 -16.202 -0.23
N -1.801 -9.392 -15.883 0.16
H -1.371 -5.250 -13.638 0.07
H -1.191 -6.936 -13.796 0.07
H -2.820 -6.268 -14.003 0.07
H -0.465 -6.046 -15.874 0.11
H -1.880 -5.005 -16.087 0.09
H -2.058 -6.845 -17.645 0.08
H -3.395 -6.678 -16.535 0.12
C -0.509 0.386 -20.313 -0.09
C 0.025 -1.087 -20.558 -0.22
C 1.388 -1.074 -21.262 -0.18
C 2.445 -0.354 -20.535 -0.22
N 3.250 0.234 -19.948 0.14
H -0.270 1.037 -21.154 0.07
H -0.113 0.858 -19.414 0.07
H -1.592 0.373 -20.189 0.05
H -0.669 -1.577 -21.240 0.10
H -0.130 -1.615 -19.617 0.08
H 1.300 -0.643 -22.259 0.10
H 1.737 -2.106 -21.300 0.09
C 3.862 -8.457 -23.097 -0.09
C 4.153 -8.167 -24.548 -0.24
C 5.179 -9.143 -25.159 -0.19
C 4.874 -10.570 -25.079 -0.24
N 4.590 -11.663 -24.973 0.14
H 3.476 -9.461 -22.923 0.08
H 3.118 -7.758 -22.715 0.06
H 4.774 -8.339 -22.511 0.08
H 4.608 -7.176 -24.574 0.08
H 3.237 -8.088 -25.134 0.10
H 6.132 -9.026 -24.643 0.11
H 5.313 -8.892 -26.211 0.11
C 5.711 -8.452 -19.193 -0.09
C 4.716 -7.300 -19.462 -0.25
C 4.811 -6.135 -18.461 -0.15
C 6.061 -5.313 -18.592 -0.20
N 6.967 -4.627 -18.684 0.14
H 5.487 -9.288 -19.857 0.07
H 5.636 -8.840 -18.177 0.07
H 6.700 -7.998 -19.255 0.07
H 3.768 -7.822 -19.331 0.10
H 4.737 -6.949 -20.494 0.09
H 4.810 -6.450 -17.417 0.12
H 3.967 -5.472 -18.650 0.10
C 6.947 -0.117 -21.614 -0.07
C 6.400 -1.503 -21.112 -0.25
C 7.378 -2.611 -21.322 -0.22
C 7.981 -2.711 -22.663 -0.21
N 8.414 -2.758 -23.727 0.16
H 7.895 0.073 -21.109 0.07
H 6.209 0.607 -21.267 0.06
H 7.093 -0.080 -22.693 0.04
H 5.489 -1.788 -21.638 0.08
H 6.142 -1.492 -20.053 0.11
H 6.986 -3.609 -21.124 0.09
H 8.168 -2.394 -20.603 0.12
C -0.173 -8.924 -27.182 -0.09
C -0.641 -7.565 -26.611 -0.23
C 0.071 -7.108 -25.304 -0.18
C 0.009 -8.119 -24.250 -0.20
N 0.008 -8.932 -23.426 0.19
H 0.894 -9.042 -27.369 0.08
H -0.774 -9.138 -28.066 0.07
H -0.471 -9.760 -26.548 0.07
H -1.720 -7.492 -26.476 0.10
H -0.557 -6.753 -27.334 0.10
H -0.271 -6.124 -24.985 0.10
H 1.096 -6.888 -25.603 0.09
```

- 2S+1: 1
- Highest occupied orbital energy: -8.8 eV
- E_tot: -3315.9404 Ha
- Total charge: -1
- Relative energy (zero: lowest compared OMol25 entry of this formula, charge and spin): 34.9 kcal per mole
- LUMO energy: 1.81 eV
- HOMO-LUMO gap: 10.58 eV